1.
Below is a molecular structure, Br6Cu2Sr4 at a distorted geometry, with properties calculated with ωB97M-V/def2-TZVPD.

Output
* E_HOMO: -18.3 eV
* total charge: +4
* max |F|: 1.69 eV/A

Last column: Mulliken charge in e.
Positions of all 12 atoms, in Å:
Br1 2.73808 0.27293 1.67191  -0.825
Sr1 0.08539 -0.32809 -0.55985  1.762
Cu1 -0.39700 3.88526 -2.89878  0.685
Cu2 -3.14735 -3.21390 1.61871  0.765
Br2 -2.32782 -0.13779 -2.31891  -0.762
Sr2 -4.15780 1.80454 -0.86737  1.599
Br3 1.48189 2.12847 -2.05479  -0.521
Br4 -1.50643 2.50149 0.77627  -0.751
Br5 -0.76845 -2.10437 2.11634  -0.653
Sr3 0.93984 -1.07869 4.28580  1.710
Sr4 4.79443 -1.71792 -0.09069  1.697
Br6 2.26523 -2.01194 -1.67864  -0.706

---

2.
Below is 2 unconnected molecules or ions with the total composition BrClFNO at a distorted geometry, with properties calculated with ωB97M-V/def2-TZVPD.

Output
* E_HOMO (alpha / beta): -11.4 / -11.4 eV
* energy above the lowest of the compared OMol25 structures with the same formula, charge and spin: 131.1 kJ/mol
* max |F|: 3.45 eV/A
* SMILES: ClBr.O=NF

Last column: Mulliken charge in e.
Positions of all 5 atoms, in Å:
O1 1.11281 0.07706 2.38235  -0.142
Br1 -1.99979 0.01953 -1.15372  0.120
Cl1 -1.63687 -1.56168 -3.26671  -0.122
N1 1.18123 0.01238 1.27485  0.449
F1 1.34263 1.45270 0.76323  -0.305

---

3.
Below is 2 unconnected molecules or ions with the total composition BrClH2O2Si at a distorted geometry, with properties calculated with ωB97M-V/def2-TZVPD.

Output
* E_HOMO: -11.1 eV
* energy above the lowest of the compared OMol25 structures with the same formula, charge and spin: 290.7 kJ/mol
* max |F|: 2.66 eV/A
* SMILES: O=[Si](O)Cl.Br

Last column: Mulliken charge in e.
Positions of all 7 atoms, in Å:
O1 2.40977 0.10651 1.74495  -0.487
H1 0.15110 0.09304 0.12912  0.342
Si1 2.16925 -0.28674 0.31946  0.661
O2 0.76318 -0.14971 -0.53268  -0.394
Cl1 3.47531 -0.99962 -0.87263  -0.122
H2 -5.15405 0.85558 -0.14786  0.220
Br1 -3.81456 0.38095 -0.64035  -0.222

---

4.
Below is 2 unconnected molecules or ions with the total composition BrClH2O2Si at a distorted geometry, with properties calculated with ωB97M-V/def2-TZVPD.

Output
* E_HOMO (alpha / beta): -6.5 / -11.4 eV
* energy above the lowest of the compared OMol25 structures with the same formula, charge and spin: 91.0 kJ/mol
* max |F|: 6.21 eV/A
* spin multiplicity: 3

Last column: Löwdin spin population.
Positions of all 7 atoms, in Å:
O1 0.01552 0.18729 1.36960  0.849
Si1 -1.01222 0.87933 0.50429  0.508
H1 2.48037 -0.97623 -0.68574  0.001
Br1 -2.77164 -0.45551 0.06550  0.394
Cl1 -1.23908 2.64038 -0.45600  0.229
H2 0.98265 -1.09175 -0.02109  0.005
O2 1.54440 -1.18351 -0.77656  0.014

---

5.
Below is a molecular structure, BrCoH6O3 at a distorted geometry, with properties calculated with ωB97M-V/def2-TZVPD.

Output
* E_HOMO (alpha / beta): -14.8 / -14.7 eV
* energy above the lowest of the compared OMol25 structures with the same formula, charge and spin: 0.0 kJ/mol
* total charge: +1
* max |F|: 2.66 eV/A
* spin multiplicity: 4

Last column: Löwdin spin population.
Positions of all 11 atoms, in Å:
O1 -0.74431 -2.89331 1.63551  0.015
H1 1.21677 1.35397 -1.76890  0.000
H2 0.26327 2.31316 -2.50103  0.000
O2 -1.41488 1.46935 1.50122  0.023
H3 -1.47116 -2.50167 1.13229  0.000
Br1 0.98440 -0.31559 0.05265  0.395
H4 -0.01737 -2.26739 1.56096  -0.001
H5 -0.58992 0.98870 1.35085  0.007
O3 1.18072 2.01304 -2.47224  0.006
H6 -1.53512 2.03627 0.72695  0.000
Co1 2.12759 -2.19653 -1.21825  2.554

---

6.
Below is 2 unconnected molecules or ions with the total composition BrFHOPS at a distorted geometry, with properties calculated with ωB97M-V/def2-TZVPD.

Output
* E_HOMO (alpha / beta): -10.0 / -10.3 eV
* energy above the lowest of the compared OMol25 structures with the same formula, charge and spin: 435.0 kJ/mol
* max |F|: 1.79 eV/A

Last column: Mulliken charge in e.
Positions of all 6 atoms, in Å:
O1 -2.69564 0.55968 -0.11769  -0.331
Br1 2.30181 -2.09353 -0.12336  -0.181
S1 1.24754 1.25276 -0.83393  -0.174
H1 -1.94132 1.19377 -0.18422  0.324
F1 0.45662 -0.34086 1.40578  -0.150
P1 0.63099 -0.57181 -0.14658  0.511

---

7.
Below is 9 unconnected molecules or ions with the total composition BrH16O8 at a distorted geometry, with properties calculated with ωB97M-V/def2-TZVPD.

Output
* E_HOMO: -6.2 eV
* energy above the lowest of the compared OMol25 structures with the same formula, charge and spin: 71.4 kJ/mol
* total charge: -1
* max |F|: 4.54 eV/A

Last column: Mulliken charge in e.
Positions of all 25 atoms, in Å:
H1 1.19956 3.15760 -1.62460  0.270
H2 0.94856 1.94560 -0.74560  0.271
H3 0.78456 -3.27740 2.21940  0.300
O1 -0.61944 -3.51640 -0.14160  -0.626
H4 -1.47544 1.14860 -1.43160  0.323
H5 1.26456 -2.16340 1.36340  0.282
H6 -0.71644 2.22660 1.91640  0.344
O2 1.15056 -2.40640 2.21940  -0.575
H7 -0.10944 0.87860 1.99540  0.296
H8 -1.55044 -0.71040 0.82540  0.288
Br1 0.79656 -0.35140 -0.38960  -0.868
H9 2.19856 0.91760 0.96440  0.243
O3 -0.18544 0.12660 -3.59260  -0.599
O4 -2.26944 1.61660 -1.12260  -0.649
H10 -0.48044 -4.04840 -0.87460  0.260
H11 0.37556 0.42360 -4.33660  0.285
O5 1.20256 2.92660 -0.70260  -0.597
H12 0.41756 -0.28140 -2.95860  0.282
O6 -2.45644 -0.64440 0.45840  -0.606
H13 3.27656 1.87660 1.32340  0.303
H14 -2.87144 -1.03440 1.18140  0.276
O7 -0.63044 1.49660 2.52640  -0.619
H15 -0.31444 -2.60040 -0.31160  0.272
H16 -2.59944 1.01360 -0.46960  0.397
O8 2.66356 1.27960 1.70840  -0.552

---

8.
Below is a single BrH3N2 molecule at a distorted geometry, with properties calculated with ωB97M-V/def2-TZVPD.

Output
* E_HOMO: -9.7 eV
* energy above the lowest of the compared OMol25 structures with the same formula, charge and spin: 0.0 kJ/mol
* max |F|: 1.84 eV/A
* SMILES: NNBr

Last column: Mulliken charge in e.
Positions of all 6 atoms, in Å:
H1 0.18236 0.94235 0.89395  0.324
N1 0.23337 0.70965 -0.09898  -0.367
Br1 2.03187 -0.12642 0.06134  -0.137
N2 -0.75700 -0.19938 -0.19288  -0.303
H2 -0.71744 -0.99624 0.47098  0.262
H3 -0.97315 -0.32997 -1.13441  0.221

---

9.
Below is 2 unconnected molecules or ions with the total composition BrH3NO2P at a distorted geometry, with properties calculated with ωB97M-V/def2-TZVPD.

Output
* E_HOMO: -9.9 eV
* energy above the lowest of the compared OMol25 structures with the same formula, charge and spin: 19.2 kJ/mol
* max |F|: 1.18 eV/A
* SMILES: [H]/N=P/O.OBr

Last column: Mulliken charge in e.
Positions of all 8 atoms, in Å:
P1 -1.78713 0.92816 0.01209  0.299
H1 0.37773 1.33206 -0.16604  0.285
Br1 2.63795 0.04828 0.27116  0.034
H2 0.65283 -1.07202 -0.09835  0.497
H3 -1.84722 -1.24289 0.26692  0.193
O1 1.60437 -1.30029 -0.26348  -0.464
O2 -0.46349 1.80905 -0.15887  -0.367
N1 -1.17504 -0.50235 0.13658  -0.478

---

10.
Below is 2 unconnected molecules or ions with the total composition BrH3NOP at a distorted geometry, with properties calculated with ωB97M-V/def2-TZVPD.

Output
* E_HOMO: -10.5 eV
* energy above the lowest of the compared OMol25 structures with the same formula, charge and spin: 140.5 kJ/mol
* max |F|: 2.90 eV/A
* SMILES: [H]/N=P\Br.O

Last column: Mulliken charge in e.
Positions of all 7 atoms, in Å:
N1 1.07433 0.33179 -0.54354  -0.407
O1 -1.45577 0.85895 1.64608  -0.626
Br1 0.50254 -1.88124 -2.66066  -0.229
H1 1.00150 -0.43346 0.11992  0.306
P1 1.22578 0.21825 -2.01611  0.327
H2 -1.39903 0.48864 2.48695  0.308
H3 -0.94936 0.41707 0.96736  0.321

---

11.
Below is 2 unconnected molecules or ions with the total composition BrH3O3Si at a distorted geometry, with properties calculated with ωB97M-V/def2-TZVPD.

Output
* E_HOMO: -10.7 eV
* energy above the lowest of the compared OMol25 structures with the same formula, charge and spin: 232.2 kJ/mol
* max |F|: 2.27 eV/A
* SMILES: O=[Si](O)Br.O

Last column: Mulliken charge in e.
Positions of all 8 atoms, in Å:
H1 2.71961 -1.18151 -0.23947  0.297
O1 -0.45767 1.02217 -0.66575  -0.407
O2 -1.21177 -0.55126 1.55604  -0.529
H2 0.32580 0.45607 -0.99547  0.410
H3 1.74358 -0.16195 0.53085  0.335
O3 1.82473 -0.75837 -0.22021  -0.654
Si1 -1.48740 0.33997 0.35842  0.701
Br1 -3.45689 0.83489 -0.32442  -0.152

---

12.
Below is 2 unconnected molecules or ions with the total composition BrHIP at a distorted geometry, with properties calculated with ωB97M-V/def2-TZVPD.

Output
* E_HOMO (alpha / beta): -10.2 / -8.8 eV
* energy above the lowest of the compared OMol25 structures with the same formula, charge and spin: 217.8 kJ/mol
* max |F|: 2.04 eV/A

Last column: Mulliken charge in e.
Positions of all 4 atoms, in Å:
I1 -2.62678 0.70304 0.81456  0.015
Br1 1.29468 0.32261 1.02325  -0.126
H1 0.32652 -1.14394 -0.69474  0.094
P1 1.00557 0.11829 -1.14307  0.018

---

Which of these has the lowest max |F|? BrH3NO2P

---

Among the records above, which one has the lowest max |F|? BrH3NO2P

---

Look up the max |F| of the seventh one. 4.54 eV/A